[1]
Here is a structure of composition C19H20N8RuS3Sb from OMol25. Energies are from ωB97M-V/def2-TZVPD.

HOMO-LUMO gap (alpha / beta) = 6.439 / 5.989 eV
molecular weight = 679.5 g mol⁻¹
E = -2703.6481 a.u.

```
! RIJCOSX wB97M-V def2-TZVPD def2/J DEFGRID3
* xyz 1 5
N -0.46 1.88 -0.75
H 2.00 -4.48 -1.80
N 1.58 -1.17 -1.45
C 3.90 -1.68 -1.75
H 0.01 1.22 -3.86
H 0.25 -2.72 -1.59
C -0.98 3.29 -2.62
C -1.48 4.02 -0.40
Ru -0.04 -0.03 0.11
C 3.60 -3.03 -1.82
H 3.31 3.21 -1.55
C 1.45 -1.94 1.72
C 1.68 -3.12 2.47
C 1.70 1.75 1.57
C 1.90 3.11 1.53
C -0.44 2.11 -2.08
C -0.61 -2.72 1.14
H 3.90 0.92 -2.02
S -3.39 0.36 -1.18
H -0.88 2.65 1.12
N 0.74 -4.06 2.55
H -1.14 -4.64 1.96
Sb -3.71 0.88 1.37
H 2.56 4.73 0.27
H -1.86 4.75 0.29
C -1.52 4.23 -1.78
H 2.93 -4.18 3.64
S -1.86 -0.87 -1.39
N 0.16 1.19 -2.86
C 2.63 1.45 -0.52
H 0.33 0.28 -2.45
C 2.44 3.67 0.37
N 0.31 -1.76 1.07
H -1.54 -2.58 0.60
C -0.94 2.84 0.06
C -0.38 -3.86 1.89
N 3.13 0.58 -1.46
H 2.19 -1.16 1.67
H 1.29 1.26 2.45
H 4.39 -3.76 -1.94
H 3.51 -2.60 3.25
H -1.95 5.13 -2.18
C 1.30 -2.47 -1.58
H -0.96 3.43 -3.69
N 2.00 0.93 0.55
N 2.86 -3.35 3.08
C 2.85 2.83 -0.65
C 2.27 -3.44 -1.74
S -1.52 0.35 2.12
H 4.91 -1.32 -1.84
H 1.63 3.73 2.37
C 2.86 -0.78 -1.54
*
```

***

[2]
Here is a cluster of 2 separate species, C3H5N3O in total from OMol25. Energies are from ωB97M-V/def2-TZVPD.

HOMO-LUMO gap = 9.547 eV
molecular weight = 99.1 g mol⁻¹
E = -356.6352 a.u.
ΔE to the lowest compared entry with this formula, charge and spin = 6.045 eV

```
! RIJCOSX wB97M-V def2-TZVPD def2/J DEFGRID3
* xyz 0 1
O -1.94 -0.39 0.35
H -0.62 0.91 -0.51
C -1.56 0.97 0.02
H 2.16 1.18 -1.42
H -1.55 1.49 0.97
H -2.33 1.66 -0.50
N -0.50 -2.27 -0.19
N 1.81 -0.28 -0.13
C 2.14 -0.85 0.83
H 2.09 -1.71 1.39
C -1.11 -1.33 0.06
N 1.42 0.61 -0.87
*
```